164
Properties=species:S:1:pos:R:3:mulliken_charge:R:1 method="wB97M-V/def2-TZVPD" lumo_energy_ev=-1.7 homo_ev=-10.54 total_charge=+1 homo_lumo_gap_ha=0.3235
C 6.27550 -4.24967 -3.76618 -0.1190
H -6.97439 5.92289 6.53863 0.3985
H -7.21079 3.83888 2.89240 0.4089
C 5.57733 -2.51427 -5.72105 -0.2826
N -4.58670 1.99345 6.88147 -0.4329
C -5.37265 1.55225 7.86063 -0.1817
C 0.80876 3.29383 10.40695 -0.1397
H -1.68072 4.63586 11.98312 0.3342
H 2.62998 1.47048 -5.94842 0.4161
C -3.44184 2.57356 7.23921 -0.4702
H -2.45260 -7.82304 -8.47569 0.3645
C -2.29271 -3.57815 -3.21426 -0.8711
H -1.20541 -6.73530 -0.57858 0.5191
H 3.11063 -5.14395 0.42579 0.2748
C 0.86431 -4.34169 1.96297 -0.6431
H -0.37084 -3.50647 -4.13466 0.4415
C 5.63837 -4.74588 -4.89287 -0.6291
C 5.28171 -3.85581 -5.89240 -0.4868
H 2.87920 3.86016 10.44920 0.3476
H -2.09431 3.21331 8.79273 0.3306
H 1.35430 -5.22813 2.35858 0.4552
H 2.86009 -3.41463 1.74067 0.5020
H -0.30878 -4.01502 0.36560 -0.3333
H -3.04764 -2.91263 -2.79455 0.1518
H 7.15762 2.76207 -7.63768 0.3832
H 7.28435 -2.57776 -1.10409 0.3825
H -2.67805 -3.90402 -4.17848 0.5596
H -3.09501 -6.01078 -10.06864 0.3741
C -3.21175 -5.94451 -0.18254 -1.4410
H -3.44915 1.92323 1.03117 0.2631
H -1.14300 -4.93240 -1.93720 -0.5080
H -1.71566 -0.36571 -2.66698 -0.3972
H 1.61960 3.51334 -4.93158 0.4430
H -1.90117 1.70124 0.18219 0.3813
H 0.63819 -1.80481 -2.59431 0.6082
C -0.15514 -2.48486 -2.27426 -0.2431
C -9.03190 3.45155 6.90784 -0.2060
H 2.43204 -4.08055 -0.90492 0.3910
N -4.31705 5.08268 1.70662 -0.5623
H 7.04112 6.26160 -3.91024 0.3346
H -1.64602 -3.19178 -7.18516 0.3771
H -6.29801 1.08417 7.54267 0.3723
C 1.88307 4.06955 10.81375 -0.5108
H -0.19523 -1.46695 -0.40679 0.4442
H -3.04582 2.94098 -0.31385 0.3274
C -1.14594 -5.64956 1.31343 -0.8305
H 1.22792 -0.57608 -6.14962 0.3842
H 5.31417 -1.78333 -6.47375 0.3823
N 5.85085 -4.59034 1.17358 -0.5044
H -2.64571 5.54689 2.79764 0.3502
C -1.85598 -6.50702 0.26352 -0.7026
H -3.81676 -6.77699 -0.53149 0.4065
H -1.18726 -1.98535 -4.11557 0.0865
C -2.64817 -5.77418 -9.11177 -0.1457
C 0.34948 5.33377 12.12974 -0.6381
H -11.15387 6.00822 7.47597 0.3701
H -4.17207 -4.78224 -1.66742 0.5119
H -3.58413 2.38138 10.59866 0.4049
C 1.04193 2.60386 -5.03670 -0.1915
C -10.24026 5.47263 7.25259 -0.1648
H -0.75214 3.40582 -4.15389 0.3871
C -9.05967 6.15759 7.01720 -0.6469
H 4.78184 -4.20228 -6.78804 0.4086
H -8.98008 2.36886 6.85839 0.3576
H -5.74258 1.29046 9.95942 0.3748
C 0.82435 0.33150 -5.71268 -0.2008
H 6.44682 4.87370 -6.50702 0.4468
C 7.14179 -3.46178 -0.50326 -0.4049
H -2.06326 -7.47068 0.72469 0.4317
H -3.61628 4.86776 4.99008 0.4419
H -2.82156 2.92471 6.42048 0.4441
C 5.89650 3.84998 -4.69940 -0.3006
C 1.94227 -3.57763 1.19159 -0.4716
C -6.19565 4.21141 2.91724 -0.5629
N -7.88816 4.09343 6.67719 -0.2406
H 0.34950 -3.35998 -1.86435 -0.1861
H 0.28599 -3.78441 2.68717 0.4265
C -0.65325 4.49764 11.66389 0.0502
C -1.84400 -4.20849 -7.50923 0.0537
C -5.06262 1.66712 9.20738 -0.5758
C 5.59285 9.57552 -2.77951 -0.4226
N 5.39626 7.21853 -3.15797 -0.3943
C -1.67759 -0.49109 -1.59052 0.1760
H 6.46708 -1.07380 -4.39157 0.5415
H -1.43692 -7.18440 -6.29752 0.3515
H -2.99650 -0.79983 0.07837 0.4064
H -1.11473 0.35763 -1.20269 0.5929
C -5.56323 4.61375 1.75033 -0.2623
C 4.88666 8.38245 -2.75959 -0.2259
C 6.66321 -5.63819 1.04247 -0.2606
C 7.73728 -5.67184 0.16543 -0.3439
H 6.56551 -4.91629 -2.96113 0.2717
H -9.02198 7.23756 7.05104 0.3712
C 6.10621 -3.52489 0.41201 -0.0770
C -3.03572 2.73755 8.55505 -0.1860
H 1.28241 -6.56643 0.35636 0.5109
C 5.82982 2.60629 -4.08994 -0.6764
H -5.95099 3.99040 5.04304 0.6798
H -3.68412 -5.56864 0.72646 0.4492
H 0.76631 -5.70382 -1.02026 0.3642
C -2.29324 -6.78225 -8.23003 -0.5273
C 1.05975 -5.56047 0.01824 -0.7900
H -2.37267 -5.68982 -2.91214 0.5481
C 1.64552 5.11250 11.69405 -0.1348
N 6.20164 1.47233 -4.68206 -0.2947
C -3.06501 -0.42944 -0.94539 -0.5974
C 1.60555 1.47133 -5.60215 -0.5404
H 6.43730 -6.49104 1.67352 0.3571
H 0.95155 2.46870 9.71710 0.3445
C -7.91824 5.42381 6.73342 -0.0622
C -0.27312 2.54782 -4.60507 -0.6529
C 6.90112 9.56062 -3.23633 -0.1887
C -1.72596 -6.42536 -7.01682 -0.1814
C -2.95897 1.92356 0.06128 -1.1229
H -1.86147 -4.92059 1.68845 0.6100
N -0.44286 3.49142 10.81670 -0.3590
C 6.77344 2.75215 -6.62703 -0.6975
H -4.69239 0.86256 -0.54745 0.3697
H -3.73060 -1.07689 -1.51953 0.1198
H 5.46005 2.50730 -3.07525 0.3871
H 5.12748 10.49214 -2.44487 0.3524
C -3.66900 0.96786 -0.90937 -0.7115
N 6.57329 -2.96254 -3.58508 -0.1559
C -3.86746 2.27285 9.55946 -0.0893
H -3.16451 -3.83539 -0.63422 -0.0102
C 2.26684 -4.58486 0.03533 -0.5913
C -3.65809 5.16131 2.86137 -0.4032
H 5.57039 4.73580 -4.17021 0.5648
H -11.12704 3.51314 7.37306 0.3688
N -1.49827 -5.16543 -6.64926 -0.2973
C -2.42037 -4.45795 -8.74520 -0.7195
H -3.74215 1.41607 -1.89936 0.3297
N 0.02964 -4.87721 0.80292 0.4409
H 7.48510 10.47131 -3.26612 0.3808
C 6.22200 -2.11826 -4.55777 -0.2891
H 6.95982 0.62161 -6.38769 0.3262
C 7.97626 -4.56015 -0.62753 -0.3153
H -1.62901 -2.43948 -0.67301 -0.4806
H 5.42880 -5.80304 -4.98308 0.4067
C -3.19753 -4.77819 -1.17817 -0.1737
N -0.44252 0.26027 -5.30408 -0.2447
C -4.19757 4.78351 4.08178 -0.5071
C -2.16644 -4.81562 -2.29285 0.2459
H -6.07564 4.55795 0.79523 0.3720
H 0.11851 6.13633 12.81626 0.3548
H 1.43975 -2.68193 0.83269 0.1058
C -0.97541 -2.85350 -3.50125 -0.6039
H 3.86171 8.35102 -2.40699 0.3653
C -5.49457 4.29777 4.10904 0.0499
C 6.37922 3.92134 -5.99621 -0.1433
C -0.92416 -1.76660 -1.16465 -0.2159
H 2.45699 5.74215 12.03519 0.3669
H 5.43170 -2.68430 0.54019 0.3874
H -2.68253 -3.64012 -9.40185 0.3679
H -0.84001 -6.24359 2.16856 0.3907
H 8.36419 -6.55063 0.10243 0.3794
C -10.22880 4.08849 7.19647 -0.5436
H -1.99729 1.26891 -4.43361 0.4962
C 7.44690 8.35786 -3.65438 -0.6659
C 6.65269 7.22365 -3.59563 0.1105
H 8.46338 8.29847 -4.01794 0.3525
C -0.96665 1.35717 -4.76212 -0.2802
C 6.66323 1.55988 -5.92877 -0.0313
H 8.79607 -4.54953 -1.33452 0.4237